No. 1
{"formula": "C3H6N4O2S", "method": "ωB97M-V/def2-TZVPD", "symbols": ["C", "C", "C", "N", "N", "N", "N", "O", "O", "S", "H", "H", "H", "H", "H", "H"], "coordinates": [[0.435, -0.975, 0.207], [0.637, 0.376, 0.594], [1.335, 1.294, -0.471], [-2.139, -0.850, 0.997], [0.638, -3.279, -0.137], [0.740, -2.069, -0.073], [-0.727, 1.006, 0.659], [-1.618, -0.104, -1.469], [-3.132, 1.253, -0.095], [-2.063, 0.263, -0.131], [1.209, 0.383, 1.652], [2.049, 1.995, -0.002], [0.699, 1.891, -1.089], [1.972, 0.710, -1.063], [0.985, -3.594, -1.032], [-1.019, 1.702, 1.453]], "homo_ev": [-8.6, -8.7]}

=====

No. 2
{"formula": "C3H6N4O5", "method": "ωB97M-V/def2-TZVPD", "symbols": ["C", "C", "C", "N", "N", "N", "N", "O", "O", "O", "O", "O", "H", "H", "H", "H", "H", "H"], "coordinates": [[-1.599, -0.545, 0.167], [0.040, 1.539, -1.484], [0.344, 0.945, -0.139], [-1.974, -1.385, 1.168], [-0.470, 0.227, 0.607], [1.471, -1.501, -0.226], [1.563, 1.240, 0.498], [2.426, -1.933, -0.758], [2.347, 2.019, -0.020], [-2.114, -0.436, -0.887], [0.710, -1.877, 0.611], [1.738, 0.652, 1.566], [-1.115, 1.292, -1.753], [0.605, 0.954, -2.289], [0.177, 2.632, -1.381], [-1.350, -1.874, 1.833], [-2.765, -1.847, 1.013], [-0.035, -0.103, 1.473]], "homo_ev": [-10.3, -8.1]}

=====

Calculated relative energy (zero: lowest compared OMol25 entry of this formula, charge and spin) in order - 7.3168; 2.1363 eV
Calculated E_tot in order - -885.295294; -712.898783 hartree